Entry 1:
Density functional theory data (ωB97M-V with the def2-TZVPD basis set) for the molecule C2H4N2S2 in a non-equilibrium geometry.

ORCA input file:
```
! RIJCOSX wB97M-V def2-TZVPD def2/J DEFGRID3
* xyz 0 1
S 2.497 -1.007 0.020
N 1.893 0.607 0.065
C 0.663 0.794 -0.027
C -0.447 -0.142 -0.170
N -1.593 0.381 0.001
S -2.845 -0.758 0.013
H 3.695 -0.487 0.094
H 0.301 1.782 -0.116
H -0.368 -1.213 -0.365
H -3.797 0.044 0.484
*
```

- Energy above the lowest of the compared OMol25 structures with the same formula, charge and spin: 59.20 kcal/mol
- Gap between HOMO and LUMO: 8.79 eV
- HOMO energy: -8.9 eV
- LUMO: -0.080 eV

Löwdin analysis output, partial charges in e: number 1, S, carries 0.720; number 2, N, carries -0.338; number 3, C, carries -0.311; number 4, C, carries -0.320; number 5, N, carries -0.366; number 6, S, carries 0.751; number 7, H, carries -0.165; number 8, H, carries 0.098; number 9, H, carries 0.081; number 10, H, carries -0.151

Entry 2:
Density functional theory data (ωB97M-V with the def2-TZVPD basis set) for a cluster of 5 separate species, C17H25N4O5P2 in total in a non-equilibrium geometry.

ORCA input file:
```
! RIJCOSX wB97M-V def2-TZVPD def2/J DEFGRID3
* xyz -1 1
O 0.014 -1.143 3.049
C -0.470 -0.033 2.611
O 0.400 1.036 2.504
P -2.335 0.020 2.219
P -4.543 -0.072 1.986
O -5.049 0.301 0.592
O -5.254 1.054 3.096
O -5.144 -1.617 2.458
H -2.482 1.119 3.148
H -2.142 0.375 0.842
H -2.405 -1.357 2.704
H -5.120 0.610 3.968
H -4.460 -2.109 2.968
N 0.530 -0.750 -2.010
C 0.438 -0.408 -0.684
C 1.302 0.620 -0.445
C 1.944 0.925 -1.671
C 1.446 0.064 -2.620
H 0.007 -1.481 -2.462
H -0.236 -0.930 -0.023
H 1.453 1.101 0.511
H 2.689 1.690 -1.841
H 1.664 -0.039 -3.672
N 5.358 3.239 -1.621
C 5.328 2.910 -0.292
C 6.100 3.820 0.387
C 6.610 4.736 -0.566
C 6.133 4.354 -1.796
H 4.883 2.739 -2.355
H 4.763 2.057 0.054
H 6.277 3.826 1.452
H 7.254 5.581 -0.374
H 6.278 4.777 -2.778
N 6.084 -0.375 -5.340
C 5.296 0.699 -5.654
C 4.528 0.996 -4.555
C 4.869 0.069 -3.538
C 5.833 -0.763 -4.050
H 6.745 -0.812 -5.960
H 5.349 1.158 -6.630
H 3.802 1.793 -4.489
H 4.455 0.018 -2.543
H 6.360 -1.595 -3.610
N -7.376 -3.832 4.074
C -8.326 -4.774 4.372
C -9.492 -4.410 3.746
C -9.235 -3.207 3.040
C -7.920 -2.877 3.259
H -6.425 -3.842 4.402
H -8.090 -5.617 5.003
H -10.427 -4.949 3.791
H -9.934 -2.646 2.438
H -7.327 -2.048 2.907
*
```

- Gap between HOMO and LUMO: 6.88 eV
- HOMO energy: -4.7 eV
- LUMO: 2.189 eV

Löwdin analysis output, partial charges in e: number 1, O, carries -0.180; number 2, C, carries -0.807; number 3, O, carries -0.251; number 4, P, carries 0.711; number 5, P, carries 0.451; number 6, O, carries -0.409; number 7, O, carries -0.265; number 8, O, carries -0.274; number 9, H, carries 0.015; number 10, H, carries 0.015; number 11, H, carries -0.013; number 12, H, carries 0.048; number 13, H, carries 0.040; number 14, N, carries 0.001; number 15, C, carries -0.132; number 16, C, carries -0.087; number 17, C, carries -0.125; number 18, C, carries -0.163; number 19, H, carries 0.140; number 20, H, carries 0.093; number 21, H, carries 0.077; number 22, H, carries 0.068; number 23, H, carries 0.096; number 24, N, carries 0.014; number 25, C, carries -0.131; number 26, C, carries -0.117; number 27, C, carries -0.127; number 28, C, carries -0.150; number 29, H, carries 0.108; number 30, H, carries 0.110; number 31, H, carries 0.089; number 32, H, carries 0.083; number 33, H, carries 0.100; number 34, N, carries -0.004; number 35, C, carries -0.145; number 36, C, carries -0.128; number 37, C, carries -0.118; number 38, C, carries -0.131; number 39, H, carries 0.142; number 40, H, carries 0.102; number 41, H, carries 0.093; number 42, H, carries 0.084; number 43, H, carries 0.106; number 44, N, carries 0.005; number 45, C, carries -0.156; number 46, C, carries -0.127; number 47, C, carries -0.113; number 48, C, carries -0.133; number 49, H, carries 0.140; number 50, H, carries 0.099; number 51, H, carries 0.084; number 52, H, carries 0.088; number 53, H, carries 0.086

Entry 3:
Density functional theory data (ωB97M-V with the def2-TZVPD basis set) for the molecule C5H8O2.

ORCA input file:
```
! RIJCOSX wB97M-V def2-TZVPD def2/J DEFGRID3
* xyz 0 1
C 1.549 -0.373 -0.073
C 0.948 0.903 -0.635
O -0.247 0.694 -1.351
C -1.195 0.013 -0.575
C -1.364 0.205 0.918
C -0.732 -1.051 0.365
O 0.640 -1.249 0.577
H 2.079 -0.940 -0.848
H 2.316 -0.017 0.631
H 0.766 1.634 0.162
H 1.710 1.331 -1.291
H -2.106 -0.138 -1.150
H -0.688 0.858 1.460
H -2.366 0.163 1.334
H -1.274 -1.992 0.431
*
```

- Energy above the lowest of the compared OMol25 structures with the same formula, charge and spin: 54.65 kcal/mol
- Gap between HOMO and LUMO: 10.09 eV
- HOMO energy: -9.1 eV
- LUMO: 1.030 eV

Löwdin analysis output, partial charges in e: number 1, C, carries -0.166; number 2, C, carries -0.193; number 3, O, carries -0.065; number 4, C, carries -0.244; number 5, C, carries -0.023; number 6, C, carries -0.250; number 7, O, carries -0.073; number 8, H, carries 0.126; number 9, H, carries 0.128; number 10, H, carries 0.119; number 11, H, carries 0.132; number 12, H, carries 0.151; number 13, H, carries 0.106; number 14, H, carries 0.104; number 15, H, carries 0.149

Entry 4:
Density functional theory data (ωB97M-V with the def2-TZVPD basis set) for the molecule C16H18FN3OS.

ORCA input file:
```
! RIJCOSX wB97M-V def2-TZVPD def2/J DEFGRID3
* xyz 0 1
F 7.093 1.003 -0.609
C 5.830 0.694 -0.233
C 5.384 -0.607 -0.348
C 4.089 -0.916 0.024
C 3.223 0.063 0.522
N 1.938 -0.225 0.964
C 0.847 0.658 0.621
C 0.198 0.228 -0.712
N -0.266 -1.141 -0.615
C -1.542 -1.484 -0.287
S -1.907 -2.924 0.449
N -2.527 -0.612 -0.611
C -3.928 -0.889 -0.364
C -4.675 0.387 -0.179
C -5.592 1.019 -0.966
C -5.945 2.210 -0.286
C -5.212 2.214 0.859
O -4.441 1.118 0.933
C 0.825 -2.037 -0.279
C 1.468 -1.592 1.041
C 3.720 1.368 0.643
C 5.007 1.688 0.264
H 6.043 -1.369 -0.734
H 3.763 -1.937 -0.088
H 1.191 1.686 0.534
H 0.093 0.604 1.414
H -0.613 0.914 -0.954
H 0.948 0.277 -1.510
H -2.342 0.109 -1.292
H -3.975 -1.504 0.541
H -4.374 -1.454 -1.192
H -5.974 0.677 -1.906
H -6.646 2.953 -0.608
H -5.153 2.912 1.671
H 0.433 -3.050 -0.191
H 1.554 -1.993 -1.094
H 2.280 -2.256 1.330
H 0.703 -1.634 1.824
H 3.101 2.145 1.063
H 5.380 2.695 0.362
*
```

- Gap between HOMO and LUMO: 8.24 eV
- HOMO energy: -7.7 eV
- LUMO: 0.584 eV

Löwdin analysis output, partial charges in e: number 1, F, carries 0.045; number 2, C, carries -0.289; number 3, C, carries -0.010; number 4, C, carries -0.022; number 5, C, carries -0.231; number 6, N, carries -0.106; number 7, C, carries -0.128; number 8, C, carries -0.115; number 9, N, carries -0.124; number 10, C, carries -0.798; number 11, S, carries 0.689; number 12, N, carries 0.002; number 13, C, carries -0.157; number 14, C, carries -0.276; number 15, C, carries -0.027; number 16, C, carries -0.065; number 17, C, carries -0.122; number 18, O, carries 0.054; number 19, C, carries -0.181; number 20, C, carries -0.140; number 21, C, carries -0.020; number 22, C, carries -0.011; number 23, H, carries 0.118; number 24, H, carries 0.100; number 25, H, carries 0.109; number 26, H, carries 0.135; number 27, H, carries 0.111; number 28, H, carries 0.134; number 29, H, carries 0.135; number 30, H, carries 0.078; number 31, H, carries 0.135; number 32, H, carries 0.108; number 33, H, carries 0.099; number 34, H, carries 0.119; number 35, H, carries 0.061; number 36, H, carries 0.124; number 37, H, carries 0.121; number 38, H, carries 0.123; number 39, H, carries 0.106; number 40, H, carries 0.118

Entry 5:
Density functional theory data (ωB97M-V with the def2-TZVPD basis set) for the molecule C5H9NO in a non-equilibrium geometry.

ORCA input file:
```
! RIJCOSX wB97M-V def2-TZVPD def2/J DEFGRID3
* xyz 0 1
C -1.397 -0.461 -0.752
C -0.700 -0.218 0.597
O -0.348 -1.447 1.216
C 0.640 0.540 0.508
C 1.628 -0.070 -0.492
C 0.425 1.968 0.227
N 0.272 3.094 0.008
H -0.952 0.104 -1.576
H -2.463 -0.214 -0.724
H -1.291 -1.524 -0.982
H -1.354 0.357 1.268
H -1.159 -1.937 1.396
H 1.073 0.475 1.514
H 2.615 0.388 -0.376
H 1.303 0.088 -1.525
H 1.710 -1.143 -0.305
*
```

- Energy above the lowest of the compared OMol25 structures with the same formula, charge and spin: 24.68 kcal/mol
- Gap between HOMO and LUMO: 11.60 eV
- HOMO energy: -10.9 eV
- LUMO: 0.673 eV

Löwdin analysis output, partial charges in e: number 1, C, carries -0.028; number 2, C, carries -0.406; number 3, O, carries -0.045; number 4, C, carries -0.322; number 5, C, carries -0.049; number 6, C, carries -0.193; number 7, N, carries 0.153; number 8, H, carries 0.076; number 9, H, carries 0.080; number 10, H, carries 0.085; number 11, H, carries 0.143; number 12, H, carries 0.100; number 13, H, carries 0.150; number 14, H, carries 0.087; number 15, H, carries 0.081; number 16, H, carries 0.087

Entry 6:
Density functional theory data (ωB97M-V with the def2-TZVPD basis set) for the molecule C10H23ClSi in a non-equilibrium geometry.

ORCA input file:
```
! RIJCOSX wB97M-V def2-TZVPD def2/J DEFGRID3
* xyz 0 1
C -0.426 3.664 -4.802
C 0.157 3.155 -3.461
C -0.491 1.846 -2.962
C -0.074 1.458 -1.527
C -0.573 0.047 -1.175
C -0.325 -0.357 0.302
C -1.114 -1.537 0.891
C -0.901 -1.751 2.410
Si 0.739 -2.432 2.972
C 0.504 -3.391 4.547
C 1.989 -1.033 3.000
Cl 1.337 -3.831 1.549
H -0.442 2.846 -5.544
H 0.197 4.481 -5.204
H -1.434 4.032 -4.665
H 0.108 3.895 -2.679
H 1.223 2.942 -3.557
H -0.308 1.052 -3.701
H -1.585 1.926 -2.924
H -0.429 2.218 -0.835
H 1.032 1.513 -1.419
H -0.204 -0.676 -1.922
H -1.678 0.020 -1.291
H 0.713 -0.627 0.438
H -0.425 0.522 0.997
H -0.872 -2.473 0.362
H -2.156 -1.335 0.762
H -0.996 -0.803 2.944
H -1.616 -2.393 2.814
H 0.389 -4.454 4.365
H 1.405 -3.201 5.131
H -0.384 -3.046 5.068
H 2.719 -1.256 3.788
H 2.440 -0.897 2.014
H 1.480 -0.123 3.314
*
```

- Energy above the lowest of the compared OMol25 structures with the same formula, charge and spin: 0.00 kcal/mol
- Gap between HOMO and LUMO: 10.86 eV
- HOMO energy: -10.0 eV
- LUMO: 0.824 eV

Löwdin analysis output, partial charges in e: number 1, C, carries -0.111; number 2, C, carries -0.270; number 3, C, carries -0.239; number 4, C, carries -0.231; number 5, C, carries -0.207; number 6, C, carries -0.222; number 7, C, carries -0.266; number 8, C, carries -0.294; number 9, Si, carries 0.161; number 10, C, carries -0.203; number 11, C, carries -0.200; number 12, Cl, carries 0.317; number 13, H, carries 0.073; number 14, H, carries 0.069; number 15, H, carries 0.061; number 16, H, carries 0.095; number 17, H, carries 0.101; number 18, H, carries 0.113; number 19, H, carries 0.111; number 20, H, carries 0.107; number 21, H, carries 0.120; number 22, H, carries 0.118; number 23, H, carries 0.115; number 24, H, carries 0.080; number 25, H, carries 0.127; number 26, H, carries 0.087; number 27, H, carries 0.091; number 28, H, carries 0.080; number 29, H, carries 0.046; number 30, H, carries 0.026; number 31, H, carries 0.028; number 32, H, carries 0.031; number 33, H, carries 0.029; number 34, H, carries 0.027; number 35, H, carries 0.030